C36H42ClN4OPPdSi2 | ωB97M-V/def2-TZVPD

```
88
Properties=species:S:1:pos:R:3:mulliken_charge:R:1
Pd -0.42 0.26 0.28 -0.240
O 0.29 -0.44 2.90 -0.667
N -0.13 -1.06 1.81 1.281
C -0.63 -2.19 2.04 -1.609
C -0.95 -3.23 1.04 0.912
C -1.34 -4.45 1.59 -0.822
C -1.61 -5.55 0.79 -0.676
C -1.51 -5.44 -0.58 -0.841
C -1.13 -4.23 -1.14 -0.317
C -0.84 -3.12 -0.35 -0.219
P -0.31 -1.57 -1.17 2.186
C -1.20 -1.66 -2.77 0.306
C -2.58 -1.46 -2.72 -0.555
C -3.34 -1.44 -3.89 -0.635
C -2.72 -1.65 -5.11 -0.644
C -1.36 -1.91 -5.16 -0.684
C -0.59 -1.91 -4.00 -0.321
C 1.44 -1.87 -1.61 0.806
C 2.16 -2.95 -1.13 -0.707
C 3.50 -3.12 -1.47 -0.592
C 4.12 -2.20 -2.30 -0.601
C 3.41 -1.10 -2.77 -0.526
C 2.08 -0.92 -2.42 -1.028
H 0.92 0.32 2.49 0.076
H -0.74 -2.45 3.09 0.393
H -1.41 -4.53 2.66 0.463
H -1.90 -6.49 1.24 0.395
H -1.73 -6.29 -1.22 0.436
H -1.05 -4.15 -2.22 0.489
H -3.07 -1.32 -1.76 0.473
H -4.40 -1.25 -3.83 0.460
H -3.30 -1.61 -6.03 0.394
H -0.87 -2.11 -6.11 0.435
H 0.46 -2.13 -4.06 0.420
H 1.67 -3.67 -0.48 0.318
H 4.06 -3.95 -1.07 0.432
H 5.16 -2.33 -2.57 0.379
H 3.90 -0.36 -3.40 0.411
H 1.54 -0.05 -2.77 0.410
C -3.59 1.22 3.21 -1.183
Si -2.83 1.63 1.55 -0.108
C -3.63 3.20 0.90 -1.181
C -3.50 0.29 0.40 -0.675
N -1.12 1.73 1.58 0.704
C -0.32 2.55 2.38 0.896
C -0.84 3.61 3.12 -0.607
C -0.04 4.46 3.89 -1.032
C 1.32 4.24 3.92 -0.837
C 1.86 3.16 3.21 -1.005
C 1.08 2.27 2.46 0.548
N 1.54 1.11 1.82 0.771
Si 3.11 0.46 1.66 -0.123
C 4.50 0.99 2.82 -1.405
C 3.76 0.87 -0.06 -0.673
C 2.94 -1.39 1.91 -0.395
H -4.68 1.12 3.12 0.362
H -3.38 2.00 3.96 0.322
H -3.19 0.28 3.60 0.299
H -4.73 3.08 0.82 0.371
H -3.25 3.46 -0.10 0.256
H -3.44 4.05 1.56 0.361
H -4.59 0.25 0.54 0.648
H -3.10 -0.70 0.61 0.114
H -3.32 0.54 -0.65 -0.011
H -1.91 3.79 3.09 0.174
H -0.47 5.27 4.45 0.389
H 1.97 4.89 4.50 0.404
H 2.92 2.97 3.27 0.201
H 4.80 2.03 2.66 0.354
H 5.38 0.36 2.64 0.323
H 4.21 0.87 3.87 0.358
H 4.01 1.94 -0.12 0.422
H 3.00 0.65 -0.83 -0.096
H 4.67 0.30 -0.31 0.310
H 2.82 -1.61 2.97 0.305
H 3.82 -1.95 1.54 0.328
H 2.06 -1.77 1.38 -0.288
Cl -2.00 2.92 -4.51 -0.225
C -1.03 2.92 -3.07 -0.279
C -0.19 3.98 -2.78 -0.317
C 0.54 3.91 -1.61 -1.097
C 0.42 2.80 -0.79 -0.264
N -0.38 1.78 -1.10 1.091
C -1.11 1.84 -2.22 -0.621
H -0.10 4.82 -3.46 0.466
H 1.21 4.71 -1.32 0.529
H 0.97 2.70 0.15 0.529
H -1.76 1.02 -2.45 0.393
```

net charge = 0
HOMO energy = -6.1 eV
HOMO-LUMO gap = 5.546 eV
strongest force on any atom = 3.7 eV Å⁻¹
ΔE to the lowest compared entry with this formula, charge and spin = 22.4 kcal per mole



C5H9F | ωB97M-V/def2-TZVPD

```
15
Properties=species:S:1:pos:R:3:nbo_charge:R:1
C 0.02 1.27 -1.44 -0.439
C 1.11 0.72 -0.91 -0.244
C -1.26 -0.05 1.09 -0.763
C 1.12 -0.66 -0.65 -0.493
C -0.25 -0.96 1.39 0.324
F -0.40 -2.26 1.17 -0.323
H 0.00 2.34 -1.55 0.206
H -0.82 0.61 -1.64 0.199
H 1.93 1.26 -0.57 0.201
H -0.66 0.73 0.42 0.297
H -2.05 -0.46 0.35 0.231
H -1.84 0.40 1.98 0.236
H 0.51 -1.27 -1.30 0.195
H 2.13 -1.10 -0.42 0.201
H 0.48 -0.57 2.07 0.174
```

net charge = 0
HOMO energy (spin up / spin down) = -7.5 / -7.5 eV
HOMO-LUMO gap (spin up / spin down) = 8.116 / 7.872 eV
strongest force on any atom = 4.4 eV Å⁻¹
ΔE to the lowest compared entry with this formula, charge and spin = 92.4 kcal per mole



C2H3NO2 | ωB97M-V/def2-TZVPD

```
8
Properties=species:S:1:pos:R:3:nbo_charge:R:1
N -1.13 -0.34 0.31 -0.802
C -0.22 0.47 -0.29 0.553
O -0.45 1.50 -0.89 -0.575
C 1.22 -0.03 -0.15 0.354
O 1.59 -0.71 0.78 -0.492
H -2.10 -0.06 0.34 0.409
H -0.81 -1.12 0.86 0.413
H 1.89 0.30 -0.96 0.139
```

SMILES = NC(=O)C=O
net charge = 0
HOMO energy = -10.0 eV
HOMO-LUMO gap = 10.020 eV
strongest force on any atom = 0.6 eV Å⁻¹
ΔE to the lowest compared entry with this formula, charge and spin = 5.9 kcal per mole



C5H11NO2S | ωB97M-V/def2-TZVPD

```
20
Properties=species:S:1:pos:R:3:nbo_charge:R:1
C 2.16 1.31 0.15 -0.743
S 1.83 -0.03 -1.06 0.201
C 1.13 -1.29 0.02 -0.559
C -0.06 -0.83 0.88 -0.404
C -1.35 -0.51 0.12 -0.163
N -1.65 -1.50 -0.92 -0.834
C -1.28 0.89 -0.47 0.782
O -1.04 1.18 -1.61 -0.598
O -1.46 1.83 0.44 -0.689
H 2.63 2.13 -0.42 0.234
H 1.23 1.68 0.57 0.204
H 2.84 0.94 0.94 0.216
H 1.85 -1.69 0.80 0.212
H 0.71 -2.11 -0.61 0.255
H -0.22 -1.60 1.60 0.217
H 0.22 0.03 1.49 0.210
H -2.17 -0.43 0.85 0.218
H -2.66 -1.65 -1.02 0.365
H -1.41 -1.09 -1.79 0.377
H -1.32 2.71 0.02 0.500
```

SMILES = CSCC[C@H](N)C(=O)O
net charge = 0
HOMO energy = -8.3 eV
HOMO-LUMO gap = 8.973 eV
strongest force on any atom = 1.8 eV Å⁻¹
ΔE to the lowest compared entry with this formula, charge and spin = 7.8 kcal per mole



In the order shown, the computed DFT total energy values come out to -3199.73762, -295.61290, -283.24868, -800.54526 hartree.